1.
This record from OMol25 describes a 40-piece molecular cluster, H80O40 overall at a distorted geometry. The level of theory is ωB97M-V with the def2-TZVPD basis set.

Atoms and positions in Å:
O1 0.723 -3.865 -4.710
O2 0.248 -1.527 0.846
O3 -1.009 2.148 3.075
O4 0.793 -4.482 0.872
O5 2.742 0.742 -0.023
O6 1.846 -3.881 -1.889
O7 -1.059 4.823 3.462
O8 2.092 -1.666 -1.090
O9 -4.212 -2.138 -2.571
O10 -3.982 3.480 -2.083
O11 1.427 5.845 1.308
O12 -3.202 -1.021 -4.960
O13 5.057 3.078 -0.344
O14 5.111 -3.600 0.032
O15 1.137 0.262 3.322
O16 5.013 -0.858 -1.352
O17 -4.221 2.852 3.013
O18 -1.078 -1.169 -1.934
O19 -5.449 0.506 -1.701
O20 -2.459 -3.935 4.081
O21 0.115 1.203 0.759
O22 -1.397 3.076 -1.592
O23 -2.487 -3.553 -0.623
O24 0.098 -4.813 5.037
O25 -2.408 -0.133 -0.137
O26 -4.795 -3.597 1.741
O27 4.080 -1.956 -3.567
O28 -5.477 -0.768 1.814
O29 3.573 -2.031 1.742
O30 3.085 4.902 -1.222
O31 4.670 3.998 2.577
O32 -2.620 -0.360 2.982
O33 1.146 2.945 -3.842
O34 5.578 0.518 -3.939
O35 1.759 2.815 2.815
O36 -2.279 3.743 1.402
O37 -0.998 5.803 0.648
O38 -0.329 0.444 -5.838
O39 -2.603 -4.305 -3.095
O40 1.420 -2.094 4.827
H1 1.464 -4.450 -4.783
H2 2.186 -2.113 -0.254
H3 4.919 -1.748 -3.975
H4 1.719 1.853 3.029
H5 -0.199 5.743 1.037
H6 -4.070 -1.386 -4.780
H7 0.520 -0.119 -6.195
H8 0.830 -0.676 0.902
H9 -0.326 1.369 1.512
H10 -0.636 2.047 3.985
H11 6.001 -3.517 0.193
H12 1.834 6.747 1.272
H13 2.517 -2.343 -1.792
H14 4.068 -2.068 2.605
H15 0.813 -4.020 1.841
H16 -2.200 0.501 2.666
H17 0.254 -1.799 -0.012
H18 -4.642 0.025 -1.276
H19 -1.952 2.080 3.270
H20 -5.282 -2.757 1.971
H21 -3.991 -3.170 1.376
H22 2.950 5.675 -0.671
H23 5.070 3.308 1.952
H24 5.053 -1.462 -2.097
H25 -2.564 -3.352 -2.830
H26 -0.770 -4.467 4.724
H27 2.206 -4.810 -1.872
H28 0.773 -4.820 4.297
H29 -3.425 -4.007 3.958
H30 4.087 4.647 -0.942
H31 4.841 -2.923 -0.672
H32 -0.002 -4.483 -4.585
H33 3.531 -1.393 -4.069
H34 1.883 0.435 -0.007
H35 -3.099 -3.046 -0.105
H36 -2.254 4.622 1.787
H37 -0.915 -0.205 -5.445
H38 0.624 -2.688 4.684
H39 4.332 2.660 -0.696
H40 -2.249 2.773 -1.099
H41 -4.787 3.567 2.973
H42 -3.372 0.067 3.597
H43 -4.647 2.727 -1.827
H44 -1.951 3.748 -2.066
H45 -2.519 -4.787 -2.367
H46 1.372 3.156 -4.797
H47 -1.010 3.912 3.525
H48 -2.276 3.755 0.419
H49 4.094 -0.631 -1.204
H50 -0.455 -0.411 -2.334
H51 4.225 3.670 3.290
H52 0.496 -5.387 0.902
H53 -1.725 5.149 4.182
H54 0.695 -0.181 3.847
H55 -4.479 4.262 -2.386
H56 -2.044 -1.062 -0.179
H57 -3.722 2.865 2.224
H58 1.971 -2.786 4.501
H59 0.861 3.125 3.009
H60 1.957 5.355 0.565
H61 5.677 2.428 -0.217
H62 -1.940 -3.501 3.258
H63 -0.339 -1.774 -1.627
H64 -5.012 0.194 -2.516
H65 -0.839 5.471 -0.200
H66 4.988 1.113 -4.323
H67 -3.442 -2.460 -2.062
H68 -4.697 -2.905 -2.708
H69 1.767 -0.462 2.927
H70 -1.693 0.464 -0.039
H71 -6.303 -1.124 1.707
H72 1.813 -4.074 -0.834
H73 3.095 0.343 0.816
H74 -2.843 -0.845 -4.101
H75 5.315 0.585 -3.030
H76 -1.589 -3.072 -0.410
H77 4.215 -2.700 1.317
H78 1.140 2.049 -4.144
H79 0.038 1.871 0.074
H80 -5.583 0.194 1.488

Its energy above the lowest of the compared OMol25 structures with the same formula, charge and spin is 1417.3 kJ/mol. The total energy is -3057.21753 a.u. The calculation puts the orbital gap at 9.21 eV. The HOMO energy is -9.92 eV.

2.
This record from OMol25 describes a 40-piece molecular cluster, H80O40 overall at a distorted geometry. The level of theory is ωB97M-V with the def2-TZVPD basis set.

Atoms and positions in Å:
O1 -0.908 3.990 2.575
O2 -0.610 4.429 -3.153
O3 0.225 -0.741 -2.319
O4 -3.687 3.630 2.030
O5 -0.002 -3.413 -0.765
O6 -1.596 -1.297 -4.069
O7 -2.525 1.553 -3.521
O8 3.771 -0.975 -5.248
O9 5.226 -3.167 -0.146
O10 2.007 -0.451 -0.441
O11 -2.942 -0.736 5.100
O12 3.125 -4.873 -1.578
O13 -0.394 5.682 -0.089
O14 1.369 -2.173 2.010
O15 4.318 -3.158 2.468
O16 -2.107 -3.082 -2.165
O17 1.047 0.982 6.787
O18 -3.748 0.585 0.913
O19 -4.004 -2.893 3.705
O20 0.338 -4.401 5.278
O21 1.452 3.318 1.903
O22 2.907 5.705 1.414
O23 5.231 3.237 -2.536
O24 3.353 1.413 1.473
O25 -2.569 1.263 3.211
O26 3.137 -0.133 -2.566
O27 -5.044 -0.133 -1.295
O28 5.487 0.213 -1.647
O29 2.598 1.792 4.138
O30 1.013 -1.355 -5.950
O31 -0.351 1.914 -1.196
O32 -6.528 -0.491 0.733
O33 -0.548 0.402 1.511
O34 -2.990 3.663 -1.009
O35 2.874 2.627 -4.709
O36 0.614 -4.919 -2.987
O37 -5.345 2.540 -1.617
O38 -1.312 -2.356 3.346
O39 -1.035 -5.769 2.868
O40 -1.935 -1.780 0.642
H1 0.877 -4.523 4.511
H2 -1.266 4.532 3.244
H3 -3.016 1.029 2.404
H4 -0.644 3.539 -2.936
H5 -5.066 0.789 -1.788
H6 -4.410 2.532 -2.029
H7 2.444 3.445 -4.988
H8 1.074 3.326 2.700
H9 0.899 -2.248 -5.990
H10 5.392 3.222 -3.425
H11 -3.249 4.184 1.417
H12 5.655 -0.630 -1.176
H13 6.511 0.285 -1.893
H14 1.479 -2.753 1.257
H15 2.040 5.223 1.144
H16 -2.480 -2.179 -2.241
H17 -3.060 2.855 -0.538
H18 -1.894 -2.230 -0.173
H19 3.578 1.928 0.731
H20 -0.835 -0.876 -3.576
H21 5.004 -2.612 2.833
H22 3.889 0.316 -2.249
H23 2.646 -5.233 -0.907
H24 -2.801 2.192 3.414
H25 3.050 0.913 4.011
H26 4.834 -3.258 0.752
H27 -1.269 0.927 1.851
H28 -0.036 0.513 2.264
H29 -0.797 -3.869 -0.886
H30 -3.379 -2.402 3.290
H31 -3.213 0.143 4.661
H32 -1.409 -1.044 0.800
H33 2.442 1.703 5.180
H34 -4.861 -0.753 -1.985
H35 0.895 3.204 1.139
H36 0.182 -5.197 -3.799
H37 -0.757 4.196 1.641
H38 3.421 -4.054 -0.981
H39 -0.496 -2.359 3.716
H40 -3.496 -3.410 4.247
H41 -0.630 -6.528 2.454
H42 3.467 -0.536 -3.321
H43 -0.022 -5.410 -2.477
H44 1.142 -0.894 -2.240
H45 -0.003 5.593 -0.895
H46 3.432 -1.752 -5.717
H47 -1.068 1.401 -0.732
H48 -1.206 -1.575 -4.936
H49 1.261 -1.229 1.721
H50 -1.078 -5.049 2.238
H51 -6.749 -1.336 0.534
H52 3.609 -3.377 3.057
H53 2.720 1.985 1.922
H54 -2.460 2.096 -4.293
H55 4.435 -2.538 -0.323
H56 -4.739 0.508 1.253
H57 -5.144 2.928 -0.793
H58 -0.091 6.509 0.313
H59 -2.152 0.763 -3.804
H60 1.213 -1.332 -5.040
H61 0.807 0.095 6.606
H62 -3.371 3.868 -1.930
H63 1.373 0.063 0.000
H64 -6.033 -0.236 -0.139
H65 -2.413 -3.415 -3.071
H66 -0.603 -4.309 4.953
H67 0.481 -3.719 -1.437
H68 -2.451 -1.212 4.373
H69 2.707 0.072 -0.757
H70 0.054 -1.020 -1.387
H71 -0.931 4.640 -4.022
H72 -1.212 -2.037 2.465
H73 4.491 -1.295 -4.686
H74 4.711 3.792 -2.071
H75 0.037 1.069 -1.700
H76 0.310 1.460 6.423
H77 -3.612 -0.261 0.439
H78 -4.368 3.087 1.621
H79 2.961 1.970 -5.427
H80 3.331 5.156 2.078

Its energy above the lowest of the compared OMol25 structures with the same formula, charge and spin is 1157.3 kJ/mol. The total energy is -3057.31656 a.u. The calculation puts the orbital gap at 8.57 eV. The HOMO energy is -9.25 eV.

3.
This record from OMol25 describes a 40-piece molecular cluster, H80O40 overall at a distorted geometry. The level of theory is ωB97M-V with the def2-TZVPD basis set.

Atoms and positions in Å:
O1 -0.020 -0.594 3.358
O2 -1.084 -2.012 1.441
O3 -1.645 -1.043 -1.539
O4 4.972 0.390 -1.522
O5 1.478 2.757 -1.452
O6 1.360 4.089 -4.063
O7 0.679 4.784 1.636
O8 4.289 -1.355 0.833
O9 -3.474 -2.026 0.289
O10 -2.398 -4.729 1.643
O11 -1.060 1.371 5.058
O12 -0.421 -2.207 -5.717
O13 -0.658 1.496 -1.029
O14 0.297 -3.902 -2.426
O15 -1.538 3.655 2.243
O16 1.947 2.656 4.498
O17 2.283 -2.841 -0.728
O18 -2.600 -2.624 3.520
O19 0.355 -1.273 -3.370
O20 -5.637 -0.965 1.239
O21 -5.138 -1.662 -2.804
O22 -2.771 0.694 0.875
O23 3.054 4.201 2.384
O24 2.018 1.499 -3.840
O25 5.206 -0.521 -3.883
O26 -2.042 6.327 -0.429
O27 -1.597 3.666 -4.059
O28 0.253 -0.947 6.911
O29 0.770 -3.490 3.663
O30 3.954 -5.135 0.540
O31 -3.530 3.660 -1.287
O32 1.528 0.721 1.580
O33 1.634 -4.904 -4.380
O34 1.092 -5.768 -0.356
O35 -4.306 3.284 2.859
O36 3.973 -2.933 -4.140
O37 3.830 2.626 -0.134
O38 -2.506 3.636 5.332
O39 -4.332 1.085 -1.719
O40 1.399 -0.240 -1.317
H1 -1.522 -1.446 -2.410
H2 -1.681 3.115 5.429
H3 -1.527 3.442 3.182
H4 -5.501 -1.778 -1.906
H5 -1.335 6.555 0.178
H6 -3.731 0.381 -1.412
H7 3.568 2.534 0.794
H8 0.627 -2.586 3.957
H9 -0.097 4.140 1.606
H10 0.614 -0.147 6.516
H11 1.586 -5.687 -3.846
H12 2.468 -3.761 -0.941
H13 1.651 3.567 4.579
H14 -4.962 -1.668 0.994
H15 3.630 -2.655 -4.986
H16 -3.017 0.423 1.772
H17 -3.203 1.461 0.507
H18 5.886 -0.338 -3.234
H19 -2.458 3.740 1.954
H20 0.387 -5.599 0.273
H21 -0.323 -2.885 -5.046
H22 0.187 -4.843 -2.303
H23 1.169 3.662 -1.485
H24 -2.814 -1.658 -0.337
H25 -5.203 3.054 2.559
H26 -4.656 0.566 -2.486
H27 2.316 3.596 2.504
H28 -0.833 -2.925 1.242
H29 1.226 -4.874 -5.244
H30 0.999 -1.999 -3.349
H31 -5.142 -0.320 0.701
H32 5.240 -1.187 0.759
H33 0.170 1.573 -0.558
H34 -0.309 -1.370 6.259
H35 0.669 5.080 0.718
H36 3.395 3.476 -0.282
H37 -4.525 3.989 3.488
H38 -2.765 -3.221 2.771
H39 4.028 -0.811 1.586
H40 0.457 3.803 -4.288
H41 -0.620 0.764 4.401
H42 4.565 -2.234 -3.802
H43 -1.968 5.632 -1.077
H44 2.649 5.042 2.610
H45 -0.677 -1.100 2.826
H46 1.290 -6.669 -0.645
H47 -4.080 4.292 -0.815
H48 1.610 0.561 0.618
H49 0.763 -0.414 2.803
H50 -1.601 2.711 -4.206
H51 1.333 2.172 5.062
H52 0.810 -0.678 -2.040
H53 2.446 2.677 -1.350
H54 -2.556 -5.189 2.475
H55 0.059 -2.335 -6.540
H56 2.932 -2.573 -0.066
H57 -1.876 1.132 4.574
H58 -0.820 -1.555 0.627
H59 2.524 1.169 -3.082
H60 4.392 -0.053 -0.886
H61 -2.871 -5.207 0.959
H62 -4.239 -1.799 -2.451
H63 -0.784 -0.746 -1.219
H64 -3.937 2.786 -1.166
H65 4.360 -0.360 -3.474
H66 1.880 4.230 -4.851
H67 1.592 1.684 1.628
H68 -3.070 2.967 4.928
H69 2.008 -0.988 -1.185
H70 0.908 -0.786 -4.015
H71 3.027 -5.406 0.449
H72 -1.635 -2.669 3.525
H73 4.668 1.303 -1.466
H74 1.189 -3.563 -2.529
H75 3.946 -4.450 1.222
H76 -1.264 1.686 -0.300
H77 -2.987 -1.877 1.120
H78 -1.368 3.814 -3.141
H79 1.619 -3.895 3.814
H80 1.497 2.101 -3.257

Its energy above the lowest of the compared OMol25 structures with the same formula, charge and spin is 727.9 kJ/mol. The total energy is -3057.48011 a.u. The calculation puts the orbital gap at 9.82 eV. The HOMO energy is -10.50 eV.

4.
This record from OMol25 describes a 40-piece molecular cluster, H80O40 overall at a distorted geometry. The level of theory is ωB97M-V with the def2-TZVPD basis set.

Atoms and positions in Å:
O1 0.248 4.411 1.199
O2 0.449 -3.380 3.325
O3 -3.767 -2.459 0.357
O4 3.123 -2.055 -2.868
O5 -0.770 -2.399 -1.751
O6 -0.934 -0.857 0.427
O7 -0.145 1.912 -1.113
O8 1.697 -0.974 -0.258
O9 -5.293 -0.306 1.758
O10 -1.135 -2.478 -5.460
O11 -5.411 2.580 1.121
O12 0.055 -0.393 2.826
O13 5.456 2.179 -0.146
O14 -0.409 -0.391 -4.033
O15 -1.246 3.540 5.183
O16 -1.387 5.509 -1.134
O17 -2.402 -4.247 1.898
O18 0.884 -1.581 6.225
O19 4.278 -4.894 0.752
O20 -2.204 -1.669 4.018
O21 -1.133 2.688 -5.598
O22 1.203 -5.869 -1.296
O23 1.124 1.608 1.104
O24 -4.032 1.504 -0.993
O25 2.800 0.931 -2.827
O26 5.013 0.323 -4.040
O27 -2.047 -0.313 -2.030
O28 -4.639 -2.032 -1.833
O29 -1.092 0.664 5.401
O30 2.732 2.207 3.000
O31 1.792 3.979 -0.956
O32 -2.764 0.639 1.328
O33 1.835 -4.356 -3.858
O34 1.048 3.108 -3.860
O35 4.692 -0.680 -1.494
O36 -2.209 3.628 1.964
O37 1.960 -3.269 -1.297
O38 -3.069 3.745 -1.526
O39 1.115 2.061 5.306
O40 4.034 -2.491 0.495
H1 3.402 1.490 2.866
H2 -3.079 3.838 1.659
H3 -0.759 -1.393 -1.486
H4 3.772 0.817 -2.862
H5 -2.280 5.658 -1.251
H6 -0.984 2.630 5.402
H7 2.053 2.027 2.265
H8 1.386 0.982 0.400
H9 -3.488 -3.370 -0.060
H10 3.726 -1.399 -3.149
H11 -0.496 4.138 4.856
H12 3.989 -1.283 -1.038
H13 2.882 -2.673 -3.692
H14 -0.295 -0.435 3.630
H15 -0.440 0.618 6.059
H16 2.015 -5.748 -0.879
H17 -5.426 -1.612 -2.302
H18 -1.855 0.942 5.921
H19 -4.929 2.044 1.713
H20 -1.770 -4.464 1.324
H21 2.317 -3.325 -0.310
H22 -4.470 -1.733 -1.014
H23 -0.063 -0.818 -0.058
H24 4.619 1.239 -4.219
H25 1.679 4.137 -1.891
H26 0.155 3.048 -3.382
H27 1.976 2.303 5.019
H28 -0.822 -1.042 1.422
H29 4.566 -2.910 1.292
H30 -2.590 -0.460 -2.841
H31 -3.978 0.946 -0.195
H32 2.724 1.619 -3.335
H33 -2.950 1.445 1.934
H34 -2.614 -0.761 -1.485
H35 -0.598 1.078 -1.079
H36 -1.891 3.155 -5.253
H37 3.886 -5.712 0.838
H38 -0.698 -1.611 -5.453
H39 4.748 -2.403 -0.208
H40 5.332 0.399 -3.213
H41 1.197 -4.906 -1.299
H42 -2.159 3.380 2.866
H43 0.510 -0.189 -3.994
H44 -1.097 4.647 -1.701
H45 -3.314 -4.623 1.536
H46 0.801 4.099 -0.643
H47 1.106 -4.279 -4.490
H48 -2.283 -2.448 3.428
H49 -5.979 2.038 0.523
H50 -0.952 -2.609 -6.370
H51 -2.863 -2.147 0.140
H52 -0.807 -0.404 -3.164
H53 4.588 1.926 -0.132
H54 1.414 2.297 -3.676
H55 -5.871 -0.868 2.439
H56 0.102 5.332 1.513
H57 0.322 -2.324 6.547
H58 -1.819 0.643 1.090
H59 1.441 2.480 0.743
H60 4.786 0.011 -0.843
H61 -0.497 3.435 -5.665
H62 -0.262 -3.231 3.951
H63 5.689 2.720 0.512
H64 -3.996 3.398 -1.435
H65 -0.717 -2.491 -2.650
H66 1.714 -1.989 -0.291
H67 0.905 1.557 4.549
H68 -2.663 3.488 -0.499
H69 1.749 -4.097 -2.917
H70 2.933 -3.437 -1.554
H71 -2.025 -0.942 3.369
H72 -4.478 -0.876 1.703
H73 -0.405 3.958 1.851
H74 0.513 0.652 2.732
H75 -0.510 2.517 -0.549
H76 -3.306 1.123 -1.660
H77 2.218 -0.648 -0.914
H78 3.617 -4.294 0.376
H79 0.324 -2.605 2.885
H80 1.870 -1.818 6.434

Its energy above the lowest of the compared OMol25 structures with the same formula, charge and spin is 1531.9 kJ/mol. The total energy is -3057.17386 a.u. The calculation puts the orbital gap at 9.84 eV. The HOMO energy is -10.25 eV.